Computed, not measured: 13 unconnected molecules or ions with the total composition C52H78O39, with ωB97M-V/def2-TZVPD.

Last columns: bonded neighbours and bond lengths (Å).
Positions of all 169 atoms, in Å:
1 C -14.810 -18.366 20.649  C2 1.501, H8 1.090, H9 1.090, H10 1.090
2 C -13.342 -18.121 20.455  C1 1.501, C3 1.508, O7 1.384, H11 1.090
3 C -12.994 -17.007 19.500  C2 1.508, O4 1.387, H12 1.090, H13 1.090
4 O -12.383 -16.056 20.304  C3 1.387, C5 1.343
5 C -12.393 -16.452 21.587  O4 1.343, O6 1.215, O7 1.320
6 O -12.027 -15.725 22.489  C5 1.215
7 O -12.810 -17.702 21.662  C2 1.384, C5 1.320
8 H -15.286 -17.545 21.184  C1 1.090
9 H -14.916 -19.322 21.161  C1 1.090
10 H -15.150 -18.619 19.645  C1 1.090
11 H -12.811 -19.023 20.148  C2 1.090
12 H -13.704 -16.478 18.865  C3 1.090
13 H -12.219 -17.484 18.900  C3 1.090
14 C -8.310 -22.295 17.067  C15 1.536, H21 1.090, H22 1.090, H23 1.090
15 C -8.077 -20.805 16.776  C14 1.536, C16 1.521, O20 1.366, H24 1.090
16 C -7.166 -20.521 15.593  C15 1.521, O17 1.435, H25 1.090, H26 1.090
17 O -7.947 -19.645 14.767  C16 1.435, C18 1.373
18 C -9.148 -19.435 15.399  O17 1.373, O19 1.218, O20 1.282
19 O -10.027 -18.700 14.987  C18 1.218
20 O -9.231 -20.144 16.464  C15 1.366, C18 1.282
21 H -8.974 -22.266 17.931  C14 1.090
22 H -7.407 -22.831 17.360  C14 1.090
23 H -8.879 -22.679 16.220  C14 1.090
24 H -7.640 -20.319 17.648  C15 1.090
25 H -7.041 -21.404 14.966  C16 1.090
26 H -6.227 -20.043 15.875  C16 1.090
27 C -6.162 -19.664 21.400  C28 1.488, H34 1.090, H35 1.090, H36 1.090
28 C -7.383 -20.512 21.340  C27 1.488, C29 1.526, O33 1.389, H37 1.090
29 C -8.185 -20.448 22.636  C28 1.526, O30 1.421, H38 1.090, H39 1.090
30 O -9.523 -20.353 22.168  C29 1.421, C31 1.357
31 C -9.577 -20.082 20.840  O30 1.357, O32 1.223, O33 1.407
32 O -10.529 -19.945 20.085  C31 1.223
33 O -8.250 -20.012 20.378  C28 1.389, C31 1.407
34 H -5.621 -19.570 20.458  C27 1.090
35 H -5.459 -19.903 22.198  C27 1.090
36 H -6.442 -18.637 21.630  C27 1.090
37 H -7.158 -21.566 21.172  C28 1.090
38 H -7.899 -19.605 23.266  C29 1.090
39 H -8.005 -21.396 23.143  C29 1.090
40 C -4.803 -15.744 27.195  C41 1.531, H47 1.090, H48 1.090, H49 1.090
41 C -4.484 -16.599 25.967  C40 1.531, C42 1.559, O46 1.416, H50 1.090
42 C -5.291 -17.932 25.927  C41 1.559, O43 1.425, H51 1.090, H52 1.090
43 O -5.832 -17.857 24.611  C42 1.425, C44 1.273
44 C -5.721 -16.706 24.080  O43 1.273, O45 1.232, O46 1.383
45 O -6.438 -16.330 23.151  C44 1.232
46 O -4.966 -15.852 24.864  C41 1.416, C44 1.383
47 H -4.063 -14.946 27.242  C40 1.090
48 H -4.717 -16.247 28.158  C40 1.090
49 H -5.747 -15.215 27.062  C40 1.090
50 H -3.412 -16.732 25.816  C41 1.090
51 H -6.014 -18.040 26.736  C42 1.090
52 H -4.580 -18.733 26.125  C42 1.090
53 C -9.229 -14.217 22.541  C54 1.563, H60 1.090, H61 1.090, H62 1.090
54 C -9.576 -12.985 23.439  C53 1.563, C55 1.513, O59 1.392, H63 1.090
55 C -10.718 -13.243 24.397  C54 1.513, O56 1.426, H64 1.090, H65 1.090
56 O -10.028 -13.186 25.644  C55 1.426, C57 1.328
57 C -8.724 -12.967 25.524  O56 1.328, O58 1.238, O59 1.344
58 O -8.066 -12.709 26.540  C57 1.238
59 O -8.431 -12.844 24.218  C54 1.392, C57 1.344
60 H -9.092 -15.171 23.051  C53 1.090
61 H -8.321 -14.058 21.959  C53 1.090
62 H -10.088 -14.308 21.876  C53 1.090
63 H -9.749 -12.028 22.946  C54 1.090
64 H -11.137 -14.237 24.243  C55 1.090
65 H -11.476 -12.464 24.305  C55 1.090
66 C -2.827 -19.704 16.398  C67 1.490, H73 1.090, H74 1.090, H75 1.090
67 C -2.333 -18.298 16.348  C66 1.490, C68 1.505, O72 1.412, H76 1.090
68 C -0.857 -18.031 16.470  C67 1.505, O69 1.421, H77 1.090, H78 1.090
69 O -0.479 -17.398 15.255  C68 1.421, C70 1.420
70 C -1.618 -17.184 14.432  O69 1.420, O71 1.216, O72 1.342
71 O -1.677 -16.639 13.347  C70 1.216
72 O -2.638 -17.776 15.072  C67 1.412, C70 1.342
73 H -2.745 -20.212 15.437  C66 1.090
74 H -3.900 -19.852 16.519  C66 1.090
75 H -2.181 -20.344 16.999  C66 1.090
76 H -2.804 -17.668 17.102  C67 1.090
77 H -0.334 -18.958 16.708  C68 1.090
78 H -0.739 -17.357 17.318  C68 1.090
79 C -5.023 -21.945 18.859  C80 1.594, H86 1.090, H87 1.090, H88 1.090
80 C -3.591 -21.499 19.401  C79 1.594, C81 1.513, O85 1.445, H89 1.090
81 C -3.348 -21.616 20.890  C80 1.513, O82 1.372, H90 1.090, H91 1.090
82 O -2.397 -22.599 21.000  C81 1.372, C83 1.316
83 C -1.824 -22.797 19.832  O82 1.316, O84 1.229, O85 1.320
84 O -0.902 -23.602 19.717  C83 1.229
85 O -2.558 -22.336 18.837  C80 1.445, C83 1.320
86 H -5.412 -22.770 19.457  C79 1.090
87 H -5.072 -21.989 17.771  C79 1.090
88 H -5.640 -21.088 19.130  C79 1.090
89 H -3.506 -20.445 19.135  C80 1.090
90 H -4.224 -21.835 21.502  C81 1.090
91 H -2.907 -20.693 21.264  C81 1.090
92 C -3.458 -14.071 17.093  C93 1.536, H99 1.090, H100 1.090, H101 1.090
93 C -4.498 -14.232 15.974  C92 1.536, C94 1.539, O98 1.440, H102 1.090
94 C -3.887 -14.353 14.566  C93 1.539, O95 1.450, H103 1.090, H104 1.090
95 O -4.842 -15.244 13.936  C94 1.450, C96 1.395
96 C -5.366 -16.060 14.940  O95 1.395, O97 1.180, O98 1.339
97 O -6.021 -17.029 14.794  C96 1.180
98 O -5.140 -15.510 16.140  C93 1.440, C96 1.339
99 H -3.974 -13.758 18.001  C92 1.090
100 H -2.594 -13.420 16.960  C92 1.090
101 H -3.051 -14.984 17.527  C92 1.090
102 H -5.179 -13.382 16.016  C93 1.090
103 H -2.894 -14.802 14.542  C94 1.090
104 H -3.804 -13.480 13.920  C94 1.090
105 C -3.256 -16.184 21.006  C106 1.527, H112 1.090, H113 1.090, H114 1.090
106 C -1.842 -16.282 20.436  C105 1.527, C107 1.473, O111 1.447, H115 1.090
107 C -0.696 -16.460 21.343  C106 1.473, O108 1.377, H116 1.090, H117 1.090
108 O -0.324 -17.767 21.123  C107 1.377, C109 1.302
109 C -0.891 -18.305 20.082  O108 1.302, O110 1.230, O111 1.314
110 O -0.682 -19.430 19.629  C109 1.230
111 O -1.769 -17.458 19.596  C106 1.447, C109 1.314
112 H -3.497 -16.937 21.756  C105 1.090
113 H -3.946 -16.166 20.162  C105 1.090
114 H -3.307 -15.173 21.410  C105 1.090
115 H -1.693 -15.418 19.789  C106 1.090
116 H -1.056 -16.289 22.358  C107 1.090
117 H 0.002 -15.687 21.022  C107 1.090
118 C -9.838 -10.331 18.013  C119 1.536, H125 1.090, H126 1.090, H127 1.090
119 C -8.587 -10.403 18.901  C118 1.536, C120 1.511, O124 1.375, H128 1.090
120 C -8.741 -11.324 20.089  C119 1.511, O121 1.404, H129 1.090, H130 1.090
121 O -7.675 -12.232 19.987  C120 1.404, C122 1.428
122 C -6.936 -11.926 18.803  O121 1.428, O123 1.213, O124 1.338
123 O -5.916 -12.514 18.511  C122 1.213
124 O -7.519 -10.892 18.186  C119 1.375, C122 1.338
125 H -9.838 -9.513 17.293  C118 1.090
126 H -10.697 -10.190 18.669  C118 1.090
127 H -10.007 -11.265 17.477  C118 1.090
128 H -8.235 -9.424 19.225  C119 1.090
129 H -9.706 -11.812 19.949  C120 1.090
130 H -8.608 -10.736 20.997  C120 1.090
131 C -11.992 -15.746 14.929  C132 1.540, H138 1.090, H139 1.090, H140 1.090
132 C -12.953 -14.697 14.336  C131 1.540, C133 1.536, O137 1.423, H141 1.090
133 C -14.151 -15.271 13.565  C132 1.536, O134 1.421, H142 1.090, H143 1.090
134 O -15.339 -14.759 14.153  C133 1.421, C135 1.351
135 C -14.979 -13.933 15.160  O134 1.351, O136 1.249, O137 1.341
136 O -15.699 -13.131 15.791  C135 1.249
137 O -13.672 -14.099 15.409  C132 1.423, C135 1.341
138 H -11.557 -16.228 14.053  C131 1.090
139 H -12.510 -16.381 15.648  C131 1.090
140 H -11.172 -15.219 15.417  C131 1.090
141 H -12.416 -13.958 13.742  C132 1.090
142 H -14.278 -16.332 13.781  C133 1.090
143 H -14.078 -15.181 12.481  C133 1.090
144 C -9.381 -15.919 18.593  C145 1.551, H151 1.090, H152 1.090, H153 1.090
145 C -7.854 -16.059 18.363  C144 1.551, C146 1.532, O150 1.419, H154 1.090
146 C -7.103 -16.038 19.698  C145 1.532, O147 1.437, H155 1.090, H156 1.090
147 O -6.177 -17.116 19.477  C146 1.437, C148 1.277
148 C -6.491 -17.787 18.437  O147 1.277, O149 1.267, O150 1.314
149 O -5.923 -18.865 18.091  C148 1.267
150 O -7.647 -17.400 17.947  C145 1.419, C148 1.314
151 H -9.970 -16.251 17.738  C144 1.090
152 H -9.632 -14.927 18.968  C144 1.090
153 H -9.708 -16.614 19.366  C144 1.090
154 H -7.525 -15.465 17.510  C145 1.090
155 H -7.663 -16.330 20.586  C146 1.090
156 H -6.699 -15.047 19.904  C146 1.090
157 C -9.284 -15.570 11.884  C158 1.471, H164 1.090, H165 1.090, H166 1.090
158 C -8.317 -15.146 12.909  C157 1.471, C159 1.517, O163 1.410, H167 1.090
159 C -7.879 -13.704 12.737  C158 1.517, O160 1.435, H168 1.090, H169 1.090
160 O -7.935 -13.194 14.077  C159 1.435, C161 1.348
161 C -8.640 -14.035 14.859  O160 1.348, O162 1.223, O163 1.329
162 O -9.008 -13.800 16.001  C161 1.223
163 O -8.925 -15.141 14.180  C158 1.410, C161 1.329
164 H -8.912 -15.352 10.883  C157 1.090
165 H -10.268 -15.116 11.999  C157 1.090
166 H -9.423 -16.645 11.994  C157 1.090
167 H -7.400 -15.735 12.932  C158 1.090
168 H -8.409 -13.043 12.051  C159 1.090
169 H -6.827 -13.727 12.452  C159 1.090

Results
Orbital gap = 10.20 eV
Energy = -135041.539 eV
Highest occupied orbital energy = -10.371 eV
Relative energy (zero: lowest compared OMol25 entry of this formula, charge and spin) = 131.11 kcal/mol

Löwdin population analysis, charges in e, atoms 1 to 4: -0.01, -0.36, -0.11, 0.07